(1)
29
Properties=species:S:1:pos:R:3 method="wB97M-V/def2-TZVPD" total_energy_ev=-42311.499 e_above_lowest_kcal_mol=3.5 e_lumo_ev=0.2288
P -0.54 -1.17 2.71
P 1.35 0.01 1.30
O -0.27 -0.31 4.00
O 1.81 1.22 0.45
O -1.31 1.10 1.19
O 0.43 -2.28 2.63
O 1.81 0.28 2.67
O -1.95 -1.85 2.89
O 2.16 -1.29 0.74
N -0.11 0.93 -1.55
N -0.50 0.08 -3.55
C -0.73 -0.27 -1.33
C -0.01 1.11 -2.90
C -0.94 -0.81 -2.59
C -1.01 -0.99 -0.04
C -0.52 -0.16 1.19
C 0.54 2.31 -3.56
H 0.24 1.58 -0.83
H -2.26 0.94 1.03
H 2.76 1.13 0.53
H 0.55 2.15 -4.61
H 2.01 -2.00 1.42
H -0.47 -1.94 -0.05
H -0.04 3.18 -3.25
H -1.37 -1.76 -2.80
H 1.58 2.40 -3.24
H 0.65 0.04 3.88
H -1.80 -2.46 3.61
H -2.09 -1.18 0.07

---

(2)
39
Properties=species:S:1:pos:R:3 method="wB97M-V/def2-TZVPD" total_energy_ev=-42928.894 e_above_lowest_kcal_mol=5.4 multiplicity=5 e_lumo_ev="-13.1673 / -15.2545" total_charge=+3
Os -0.24 0.13 0.67
I 2.88 0.02 -1.34
P 0.04 -2.08 0.45
P -0.75 2.04 -0.40
O 2.18 0.92 2.41
O -2.16 -0.39 0.83
C 1.22 -2.60 1.74
C 4.57 -0.07 -2.67
C 1.25 0.62 1.75
C -2.51 2.57 -0.27
C -3.03 -0.06 1.87
C -1.45 -3.06 0.90
C 0.68 -2.94 -1.02
C 0.09 3.37 0.54
C -0.33 2.43 -2.13
H 5.32 -0.73 -2.23
H -0.23 4.36 0.19
H 1.65 -2.51 -1.29
H 2.21 -2.19 1.50
H -2.62 0.77 2.48
H 1.26 -3.70 1.80
H 1.17 3.27 0.40
H 0.77 -4.02 -0.84
H -3.12 1.86 -0.84
H -2.22 -2.85 0.15
H -2.65 3.57 -0.70
H -0.64 3.45 -2.40
H -3.97 0.23 1.36
H -0.86 1.72 -2.78
H 4.24 -0.45 -3.65
H 0.88 -2.20 2.71
H 0.75 2.31 -2.28
H -1.25 -4.13 0.94
H -2.83 2.57 0.77
H 4.96 0.95 -2.77
H -3.26 -0.94 2.51
H -0.15 3.27 1.60
H -0.03 -2.78 -1.85
H -1.82 -2.72 1.88